No. 1
DFT (ωB97M-V/def2-TZVPD) results for a molecular structure, C45H82BInN6O4Si.

Last column: Löwdin charge in e.
Atoms and positions in Å:
In1 -0.58 -0.13 0.81  0.816
C1 -3.22 -3.24 0.48  -0.040
C2 -2.08 -3.18 -0.54  -0.372
C3 -2.06 -4.41 -1.43  -0.060
C4 -2.24 -1.92 -1.34  -0.246
C5 -3.00 -1.73 -2.48  0.040
C6 -3.00 -0.36 -2.74  -0.165
C7 -3.74 0.19 -3.94  -0.332
C8 -5.25 0.00 -3.74  -0.050
C9 -3.44 1.59 -4.46  -0.061
N1 -2.25 0.23 -1.78  0.068
N2 -1.78 -0.74 -0.94  0.056
B1 -2.16 1.69 -1.25  -0.476
N3 -2.92 1.79 0.12  0.063
N4 -2.59 1.03 1.21  0.071
C10 -3.32 1.46 2.24  -0.240
C11 -4.12 2.53 1.81  0.033
C12 -3.84 2.72 0.48  -0.192
C13 -4.48 3.78 -0.37  -0.344
C14 -3.49 4.81 -0.92  -0.043
C15 -5.39 3.18 -1.45  -0.048
C16 -3.32 0.95 3.65  -0.355
C17 -2.47 -0.29 3.89  -0.084
C18 -2.91 2.07 4.62  -0.054
N5 -0.68 2.14 -0.97  0.072
N6 -0.27 2.11 0.34  0.050
C19 0.87 2.78 0.43  -0.251
C20 1.21 3.28 -0.83  0.049
C21 0.23 2.83 -1.69  -0.180
C22 0.25 3.01 -3.19  -0.333
C23 -0.80 3.99 -3.71  -0.051
C24 0.24 1.64 -3.88  -0.034
C25 1.65 2.87 1.70  -0.352
C26 2.17 4.29 1.91  -0.052
C27 0.83 2.42 2.91  -0.064
H1 -3.16 -4.15 1.08  0.069
H2 -4.19 -3.24 -0.04  0.089
H3 -3.19 -2.39 1.15  0.065
H4 -1.14 -3.12 0.01  0.087
H5 -3.02 -4.54 -1.94  0.078
H6 -1.89 -5.31 -0.83  0.081
H7 -1.27 -4.35 -2.18  0.076
H8 -3.49 -2.48 -3.07  0.121
H9 -3.44 -0.49 -4.74  0.140
H10 -5.61 0.62 -2.91  0.071
H11 -5.50 -1.03 -3.51  0.075
H12 -5.79 0.30 -4.64  0.083
H13 -3.79 2.38 -3.79  0.052
H14 -3.96 1.72 -5.41  0.088
H15 -2.38 1.74 -4.64  0.058
H16 -2.67 2.41 -2.03  0.088
H17 -4.83 3.09 2.40  0.118
H18 -5.12 4.31 0.33  0.131
H19 -2.87 4.40 -1.72  0.044
H20 -2.83 5.17 -0.13  0.090
H21 -4.03 5.66 -1.32  0.082
H22 -4.84 2.49 -2.08  0.031
H23 -5.80 3.97 -2.08  0.087
H24 -6.22 2.64 -0.99  0.088
H25 -4.36 0.69 3.87  0.143
H26 -1.41 -0.08 3.75  0.049
H27 -2.74 -1.11 3.23  0.059
H28 -2.59 -0.62 4.92  0.088
H29 -1.87 2.35 4.45  0.071
H30 -3.00 1.72 5.65  0.081
H31 -3.53 2.96 4.49  0.073
H32 2.07 3.86 -1.10  0.110
H33 1.22 3.46 -3.39  0.129
H34 -1.81 3.67 -3.47  0.035
H35 -0.73 4.07 -4.80  0.084
H36 -0.64 4.98 -3.28  0.086
H37 -0.63 1.05 -3.61  0.058
H38 1.12 1.07 -3.59  0.074
H39 0.25 1.76 -4.97  0.087
H40 2.51 2.21 1.58  0.120
H41 1.35 5.00 2.01  0.088
H42 2.79 4.61 1.07  0.069
H43 2.78 4.35 2.81  0.081
H44 -0.08 3.02 3.00  0.082
H45 1.41 2.54 3.83  0.091
H46 0.54 1.37 2.85  0.044
C28 5.31 -0.45 2.18  -0.025
C29 4.03 -1.27 2.24  -0.629
C30 2.97 -0.55 3.07  -0.015
C31 4.31 -2.65 2.82  -0.023
O1 3.54 -1.51 0.92  -0.094
Si1 2.83 -0.54 -0.21  0.035
O2 1.35 -0.09 0.16  -0.256
O3 3.72 0.83 -0.41  -0.098
C32 4.66 1.24 -1.41  -0.631
C33 5.82 0.24 -1.49  -0.016
C34 5.18 2.60 -0.95  -0.023
C35 3.97 1.36 -2.76  -0.018
O4 2.97 -1.40 -1.61  -0.104
C36 2.62 -2.75 -1.88  -0.631
C37 1.38 -3.16 -1.09  -0.031
C38 3.80 -3.64 -1.51  -0.019
C39 2.34 -2.82 -3.38  -0.025
H47 5.73 -0.33 3.18  0.088
H48 5.12 0.53 1.75  0.074
H49 6.05 -0.96 1.56  0.085
H50 3.32 -0.43 4.10  0.097
H51 2.04 -1.12 3.07  0.066
H52 2.78 0.44 2.66  0.061
H53 4.73 -2.56 3.83  0.089
H54 5.02 -3.18 2.19  0.088
H55 3.39 -3.23 2.88  0.060
H56 6.30 0.15 -0.52  0.074
H57 6.56 0.57 -2.22  0.089
H58 5.45 -0.74 -1.79  0.078
H59 5.66 2.51 0.02  0.084
H60 4.34 3.30 -0.86  0.067
H61 5.90 3.00 -1.67  0.087
H62 3.59 0.39 -3.08  0.074
H63 4.67 1.74 -3.51  0.091
H64 3.13 2.05 -2.69  0.066
H65 1.55 -3.06 -0.02  0.078
H66 1.12 -4.20 -1.31  0.094
H67 0.54 -2.52 -1.37  0.075
H68 4.02 -3.54 -0.45  0.074
H69 4.69 -3.34 -2.08  0.086
H70 3.59 -4.69 -1.74  0.087
H71 1.50 -2.17 -3.63  0.084
H72 2.10 -3.84 -3.68  0.086
H73 3.22 -2.49 -3.94  0.086
C40 0.70 -3.77 4.75  -0.041
C41 -0.07 -4.08 3.46  -0.612
C42 0.72 -5.07 2.60  -0.040
C43 -1.43 -4.68 3.80  -0.044
C44 -0.25 -2.83 2.71  -0.114
C45 -0.40 -1.79 2.11  -0.072
H74 0.84 -4.69 5.33  0.087
H75 0.15 -3.05 5.36  0.088
H76 1.68 -3.35 4.53  0.069
H77 0.92 -5.98 3.16  0.088
H78 1.68 -4.64 2.28  0.071
H79 0.16 -5.34 1.70  0.081
H80 -1.30 -5.60 4.38  0.086
H81 -1.98 -4.93 2.89  0.067
H82 -2.04 -3.99 4.39  0.086

Computed properties:
M ... 924.9 g/mol
Calculated total energy ... -2898.202024 a.u.
2S+1 ... 1

=====

No. 2
DFT (ωB97M-V/def2-TZVPD) results for a molecular structure, C45H87Br2F3N5O19 in a non-equilibrium geometry.

Last column: Löwdin charge in e.
Atoms and positions in Å:
C1 2.55 -2.73 4.38  -0.076
C2 1.44 -3.19 3.44  -0.211
C3 1.13 -2.19 2.33  -0.279
C4 -0.18 -2.48 1.57  -0.017
C5 2.27 -1.82 1.41  -0.238
O1 1.91 -0.61 0.82  -0.021
C6 2.89 -0.02 -0.02  -0.438
C7 4.05 0.47 0.86  0.034
C8 2.23 1.20 -0.68  -0.075
C9 0.71 1.17 -0.66  -0.194
C10 0.09 1.96 -1.81  -0.177
C11 -1.45 1.92 -1.67  -0.174
C12 -2.19 1.18 -2.79  -0.133
C13 -3.06 0.03 -2.29  -0.196
O2 -2.65 -1.19 -2.93  -0.436
C14 -3.05 -2.32 -2.19  -0.252
N1 3.45 -0.96 -1.02  0.038
C15 2.77 -1.07 -2.31  -0.124
C16 1.27 -1.44 -2.34  -0.137
C17 0.94 -2.22 -3.60  -0.730
F1 1.61 -3.40 -3.64  -0.041
Br1 -0.96 -2.63 -3.58  1.204
C18 1.27 -1.41 -4.93  -0.859
F2 1.20 -0.08 -4.69  0.046
F3 0.39 -1.70 -5.93  -0.005
Br2 3.02 -1.88 -5.65  0.880
C19 3.66 -2.22 -0.42  -0.247
N2 4.83 -2.76 -0.56  0.191
C20 5.95 -2.24 -1.36  -0.064
C21 6.98 -1.47 -0.54  -0.376
O3 6.95 -0.08 -0.75  -0.010
C22 8.37 -1.96 -0.94  -0.223
N3 8.60 -3.31 -0.38  0.016
N4 2.64 -2.78 0.28  0.101
C23 2.84 -4.19 0.68  -0.117
C24 1.67 -5.14 0.58  -0.081
C25 0.98 -5.13 -0.78  -0.448
N5 -0.37 -4.71 -0.87  0.123
O4 1.60 -5.57 -1.74  0.090
H1 2.56 -3.30 5.30  0.081
H2 2.43 -1.68 4.63  0.068
H3 3.52 -2.84 3.91  0.066
H4 1.68 -4.19 3.08  0.086
H5 0.53 -3.30 4.02  0.125
H6 0.94 -1.25 2.85  0.133
H7 -0.02 -2.32 0.51  0.053
H8 -0.94 -1.77 1.88  0.087
H9 -0.57 -3.46 1.78  0.076
H10 3.17 -1.73 2.02  0.148
H11 3.60 1.04 1.67  0.079
H12 4.68 1.16 0.32  0.095
H13 4.63 -0.33 1.32  0.084
H14 2.63 1.37 -1.67  0.124
H15 2.53 2.06 -0.10  0.127
H16 0.35 1.62 0.26  0.106
H17 0.30 0.17 -0.73  0.096
H18 0.44 2.99 -1.81  0.119
H19 0.36 1.50 -2.75  0.091
H20 -1.83 2.93 -1.62  0.113
H21 -1.68 1.44 -0.73  0.076
H22 -2.87 1.87 -3.28  0.111
H23 -1.53 0.78 -3.56  0.107
H24 -4.11 0.19 -2.53  0.127
H25 -2.96 -0.10 -1.21  0.110
H26 -2.51 -2.39 -1.24  0.079
H27 -2.87 -3.20 -2.78  0.005
H28 -4.12 -2.24 -1.95  0.105
H29 2.91 -0.16 -2.87  0.116
H30 3.31 -1.83 -2.88  0.083
H31 0.95 -1.99 -1.47  0.094
H32 0.70 -0.52 -2.44  0.084
H33 5.02 -3.63 -0.10  0.155
H34 6.43 -3.13 -1.74  0.128
H35 5.59 -1.68 -2.22  0.133
H36 6.88 -1.72 0.52  0.142
H37 6.19 0.16 -1.29  0.077
H38 9.09 -1.25 -0.53  0.124
H39 8.48 -1.93 -2.02  0.125
H40 9.49 -3.30 0.10  0.072
H41 8.76 -3.96 -1.15  0.069
H42 3.27 -4.21 1.69  0.132
H43 3.59 -4.63 0.04  0.116
H44 0.95 -5.07 1.38  0.094
H45 2.11 -6.13 0.64  0.135
H46 -0.92 -5.40 -1.36  0.100
H47 -0.47 -3.80 -1.30  0.004
C26 1.89 1.83 4.04  -0.039
C27 0.58 1.84 3.29  -0.214
O5 -0.50 1.34 4.09  0.024
C28 -0.97 2.20 5.01  -0.616
O6 -0.58 3.32 5.19  0.128
O7 -1.95 1.59 5.67  0.001
C29 -2.52 2.37 6.73  -0.024
H48 2.10 0.84 4.43  0.071
H49 2.71 2.13 3.38  0.071
H50 1.87 2.53 4.88  0.083
H51 0.63 1.17 2.43  0.096
H52 0.33 2.83 2.92  0.104
H53 -2.84 3.34 6.38  0.097
H54 -1.80 2.48 7.54  0.101
H55 -3.38 1.81 7.08  0.098
C30 0.15 5.94 3.18  -0.060
C31 1.26 6.72 3.85  -0.197
O8 2.50 6.59 3.13  0.037
C32 2.60 7.34 2.03  -0.619
O9 1.79 8.11 1.62  0.129
O10 3.79 7.09 1.48  0.001
C33 4.03 7.80 0.27  -0.040
H56 0.45 4.90 3.06  0.049
H57 -0.76 5.97 3.79  0.084
H58 -0.09 6.34 2.20  0.079
H59 1.46 6.33 4.84  0.125
H60 1.00 7.77 3.95  0.126
H61 3.87 8.87 0.40  0.097
H62 3.38 7.43 -0.52  0.096
H63 5.07 7.62 0.00  0.092
C34 -3.44 1.64 1.83  -0.054
C35 -3.95 2.66 2.82  -0.208
O11 -5.21 3.21 2.44  0.047
C36 -6.26 2.42 2.68  -0.614
O12 -6.23 1.34 3.20  0.127
O13 -7.36 3.06 2.27  0.014
C37 -8.57 2.32 2.42  -0.030
H64 -3.41 2.06 0.82  0.072
H65 -2.43 1.32 2.11  0.067
H66 -4.08 0.76 1.80  0.081
H67 -3.26 3.50 2.86  0.127
H68 -4.01 2.23 3.82  0.117
H69 -8.69 1.97 3.45  0.101
H70 -8.59 1.48 1.73  0.101
H71 -9.39 3.00 2.18  0.086
C38 4.86 -5.22 -7.94  -0.059
C39 5.93 -4.51 -7.15  -0.227
O14 7.22 -4.64 -7.76  0.037
C40 7.44 -3.85 -8.80  -0.617
O15 6.68 -3.02 -9.23  0.126
O16 8.66 -4.11 -9.27  0.010
C41 9.02 -3.35 -10.44  -0.031
H72 5.13 -6.26 -8.09  0.085
H73 3.91 -5.17 -7.41  0.075
H74 4.72 -4.76 -8.92  0.079
H75 6.03 -4.95 -6.16  0.120
H76 5.70 -3.45 -7.02  0.102
H77 8.88 -2.29 -10.27  0.096
H78 8.42 -3.67 -11.29  0.100
H79 10.06 -3.56 -10.62  0.094
C42 -15.92 1.05 3.91  -0.064
C43 -14.77 1.87 4.46  -0.209
O17 -13.56 1.66 3.72  0.038
C44 -13.48 2.30 2.56  -0.616
O18 -14.30 3.04 2.10  0.130
O19 -12.32 1.98 1.98  -0.004
C45 -12.13 2.55 0.69  -0.043
H80 -15.64 0.00 3.86  0.082
H81 -16.80 1.16 4.54  0.081
H82 -16.18 1.37 2.90  0.076
H83 -14.54 1.56 5.48  0.122
H84 -15.01 2.93 4.48  0.124
H85 -12.29 3.63 0.71  0.098
H86 -12.82 2.09 -0.03  0.100
H87 -11.11 2.34 0.39  0.081

Computed properties:
Net charge ... +1
M ... 1219.0 g/mol
Calculated total energy ... -8917.563319 a.u.
2S+1 ... 1

=====

No. 3
DFT (ωB97M-V/def2-TZVPD) results for a molecular structure, C45H88ClN3O11S in a non-equilibrium geometry.

Last column: Löwdin charge in e.
Atoms and positions in Å:
C1 -1.92 1.70 -6.43  -0.112
C2 -2.79 1.92 -5.05  -0.235
C3 -2.03 1.19 -3.80  -0.160
C4 -0.52 1.76 -3.69  -0.175
O1 -0.09 2.04 -2.33  -0.102
C5 0.65 0.96 -1.76  -0.065
C6 -0.03 0.18 -0.53  -0.083
O2 -1.32 0.64 -0.04  -0.040
C7 -1.04 1.90 0.65  -0.301
O3 -0.21 1.99 1.60  0.072
C8 -1.83 3.17 0.07  -0.074
C9 -1.38 4.65 0.21  0.015
C10 -2.26 5.78 -0.46  -0.064
C11 -3.57 5.48 -1.24  -0.058
C12 -4.05 4.00 -1.35  -0.054
C13 -3.17 2.90 -0.69  -0.026
C14 0.70 -1.02 0.17  -0.411
Cl1 -0.03 -1.89 1.62  0.567
C15 2.10 -1.51 -0.31  -0.279
N1 2.97 -2.58 0.18  -0.244
S1 4.37 -2.47 -0.82  0.898
N2 4.11 -1.20 -1.97  -0.230
C16 2.79 -0.75 -1.53  -0.226
C17 2.05 0.47 -2.24  -0.023
C18 2.77 1.26 -3.43  -0.172
C19 2.92 0.41 -4.80  -0.199
C20 3.13 1.52 -5.99  -0.197
C21 1.72 2.14 -6.47  -0.294
N3 1.81 2.90 -7.77  -0.031
H1 -1.37 2.68 -6.63  0.072
H2 -1.21 0.83 -6.20  0.064
H3 -2.68 1.41 -7.23  0.074
H4 -2.95 3.03 -4.81  0.108
H5 -3.81 1.40 -5.14  0.087
H6 -2.07 0.04 -3.96  0.123
H7 -2.65 1.40 -2.86  0.087
H8 0.19 1.05 -4.25  0.105
H9 -0.53 2.78 -4.25  0.135
H10 -0.42 4.93 0.79  0.108
H11 -1.93 6.88 -0.40  0.090
H12 -4.22 6.27 -1.76  0.093
H13 -5.02 3.68 -1.88  0.092
H14 -3.52 1.82 -0.76  0.097
H15 3.85 1.58 -3.13  0.134
H16 2.14 2.19 -3.68  0.102
H17 2.02 -0.27 -5.02  0.115
H18 3.88 -0.24 -4.83  0.110
H19 3.70 2.40 -5.46  0.115
H20 3.81 1.15 -6.83  0.109
H21 1.41 2.90 -5.67  0.104
H22 0.95 1.30 -6.48  0.083
H23 2.80 2.83 -8.06  0.053
H24 1.65 3.90 -7.56  0.064
C22 -1.67 -4.24 5.65  -0.063
C23 -0.22 -3.96 6.03  -0.499
C24 0.04 -2.47 6.17  -0.057
O4 0.64 -4.50 5.02  -0.057
H25 -1.92 -3.78 4.69  0.079
H26 -1.84 -5.31 5.54  0.080
H27 -2.35 -3.85 6.41  0.080
H28 0.02 -4.47 6.97  0.135
H29 -0.15 -1.95 5.23  0.077
H30 1.08 -2.29 6.43  0.067
H31 -0.60 -2.03 6.94  0.075
H32 0.44 -4.05 4.19  0.076
C25 -6.88 -1.52 -5.99  -0.068
C26 -5.80 -1.51 -4.92  -0.500
C27 -6.01 -2.62 -3.90  -0.066
O5 -5.82 -0.25 -4.25  -0.071
H33 -7.87 -1.37 -5.54  0.080
H34 -6.73 -0.71 -6.70  0.068
H35 -6.89 -2.47 -6.53  0.082
H36 -4.82 -1.61 -5.39  0.137
H37 -6.97 -2.51 -3.39  0.081
H38 -5.23 -2.59 -3.14  0.079
H39 -5.98 -3.60 -4.39  0.080
H40 -6.69 -0.14 -3.83  0.087
C28 7.28 -5.30 -2.47  -0.062
C29 6.58 -6.44 -3.20  -0.501
C30 5.40 -6.97 -2.40  -0.065
O6 7.51 -7.49 -3.44  -0.058
H41 7.68 -5.65 -1.51  0.081
H42 8.14 -4.94 -3.05  0.082
H43 6.60 -4.47 -2.29  0.055
H44 6.24 -6.08 -4.18  0.138
H45 5.73 -7.37 -1.44  0.082
H46 4.91 -7.79 -2.94  0.080
H47 4.66 -6.18 -2.22  0.074
H48 7.82 -7.81 -2.58  0.089
C31 8.16 -2.31 2.59  -0.062
C32 7.46 -3.45 1.85  -0.506
C33 6.28 -3.98 2.65  -0.066
O7 8.39 -4.50 1.62  -0.061
H49 8.56 -2.66 3.55  0.078
H50 9.01 -1.95 2.00  0.080
H51 7.48 -1.48 2.77  0.080
H52 7.11 -3.09 0.88  0.114
H53 6.61 -4.38 3.61  0.078
H54 5.79 -4.80 2.12  0.080
H55 5.54 -3.19 2.84  0.077
H56 8.70 -4.82 2.47  0.088
C34 -4.10 9.30 2.47  -0.066
C35 -4.80 8.16 1.73  -0.496
C36 -5.97 7.63 2.53  -0.064
O8 -3.86 7.11 1.50  -0.080
H57 -3.71 8.96 3.43  0.082
H58 -3.25 9.67 1.89  0.079
H59 -4.79 10.13 2.65  0.080
H60 -5.14 8.52 0.76  0.138
H61 -5.64 7.23 3.50  0.082
H62 -6.46 6.81 2.00  0.080
H63 -6.72 8.41 2.71  0.080
H64 -3.55 6.79 2.36  0.097
C37 -10.22 2.19 -6.06  -0.066
C38 -8.91 2.15 -6.84  -0.497
C39 -8.95 3.08 -8.04  -0.066
O9 -8.67 0.81 -7.28  -0.068
H65 -11.06 1.86 -6.69  0.081
H66 -10.19 1.50 -5.21  0.077
H67 -10.43 3.19 -5.69  0.080
H68 -8.09 2.43 -6.18  0.140
H69 -9.74 2.79 -8.73  0.081
H70 -8.01 3.03 -8.59  0.081
H71 -9.12 4.11 -7.73  0.080
H72 -9.39 0.55 -7.86  0.094
C40 0.16 -2.45 10.55  -0.063
C41 0.62 -1.11 9.98  -0.503
C42 2.03 -1.21 9.43  -0.069
O10 0.58 -0.12 11.00  -0.057
H73 0.80 -2.76 11.38  0.082
H74 -0.85 -2.36 10.96  0.080
H75 0.16 -3.23 9.79  0.071
H76 -0.06 -0.80 9.19  0.129
H77 2.74 -1.48 10.21  0.082
H78 2.36 -0.24 9.03  0.084
H79 2.09 -1.95 8.63  0.064
H80 1.18 -0.39 11.71  0.088
C43 7.35 -2.12 7.96  -0.066
C44 5.84 -2.02 8.00  -0.499
C45 5.27 -1.62 6.65  -0.057
O11 5.45 -1.06 8.98  -0.064
H81 7.80 -1.15 7.70  0.081
H82 7.75 -2.40 8.94  0.080
H83 7.68 -2.86 7.22  0.076
H84 5.42 -2.99 8.30  0.140
H85 5.64 -0.64 6.35  0.084
H86 4.18 -1.54 6.70  0.070
H87 5.54 -2.35 5.88  0.072
H88 5.82 -0.21 8.72  0.091

Computed properties:
M ... 914.7 g/mol
Calculated total energy ... -3617.237691 a.u.
2S+1 ... 1